Below is CH4BrNO in the gas phase in a non-equilibrium geometry, with properties calculated with ωB97M-V/def2-TZVPD.

Kohn-Sham gap	9.7	eV
SMILES string	CONBr
electronic energy	-74678.76314	eV

Element x y z (Å)
C: 0.95 0.48 -0.29
O: 0.19 -0.82 -0.24
N: -0.83 -0.68 0.69
Br: -2.33 0.32 -0.03
H: 1.95 0.24 -0.50
H: 0.91 1.00 0.68
H: 0.35 1.17 -1.07
H: -1.17 -1.72 0.76

Atom-resolved charges from Löwdin, all expressed in e: number 1, C, carries -0.0714; number 2, O, carries -0.3254; number 3, N, carries -0.4723; number 4, Br, carries 0.5341; number 5, H, carries 0.0538; number 6, H, carries 0.0753; number 7, H, carries 0.1054; number 8, H, carries 0.1006


Below is a molecular structure, CH4BrNO in a non-equilibrium geometry, with properties calculated with ωB97M-V/def2-TZVPD.

Kohn-Sham gap (spin up / spin down)	7.8 / 9.4	eV
electronic energy	-74676.82268	eV

Element x y z (Å)
C: 0.77 0.94 -1.89
N: -0.44 -1.08 1.97
O: -0.27 -0.76 0.72
Br: -0.85 0.28 -1.47
H: 1.21 1.77 -1.38
H: 1.06 0.75 -2.87
H: -0.12 -0.39 2.69
H: -1.36 -1.51 2.22

Atom-resolved charges from Löwdin, all expressed in e: number 1, C, carries -0.5376; number 2, N, carries -0.0564; number 3, O, carries -0.3385; number 4, Br, carries 0.7719; number 5, H, carries -0.0189; number 6, H, carries -0.0478; number 7, H, carries 0.1136; number 8, H, carries 0.1137


Below is a molecular structure, CH4CdO in a non-equilibrium geometry, with properties calculated with ωB97M-V/def2-TZVPD.

Kohn-Sham gap	7.5	eV
electronic energy	-7710.56176	eV

Element x y z (Å)
O: 2.47 0.31 -0.27
Cd: 0.88 1.20 -0.56
H: 2.33 -0.64 0.09
C: -0.63 -0.25 -0.05
H: -0.65 -0.46 1.04
H: -1.62 0.19 -0.28
H: -0.58 -1.17 -0.65

Atom-resolved charges from Löwdin, all expressed in e: number 1, O, carries -0.6924; number 2, Cd, carries 1.2199; number 3, H, carries -0.0138; number 4, C, carries -0.3396; number 5, H, carries -0.0481; number 6, H, carries -0.0817; number 7, H, carries -0.0443


Below is 2 unconnected molecules or ions with the total composition CH4Cl2NP in a non-equilibrium geometry, with properties calculated with ωB97M-V/def2-TZVPD.

Kohn-Sham gap (spin up / spin down)	4.2 / 4.2	eV
electronic energy	-36921.62887	eV

Element x y z (Å)
C: 0.86 -0.28 0.84
N: -0.22 0.17 0.08
P: -3.85 0.06 0.80
Cl: -4.21 1.63 -0.50
Cl: -4.85 -1.36 -0.29
H: 1.51 -1.11 0.38
H: 1.73 0.32 1.23
H: 0.52 -0.76 1.72
H: -0.51 1.14 0.29

Atom-resolved charges from Löwdin, all expressed in e: number 1, C, carries -0.3105; number 2, N, carries 0.0008; number 3, P, carries 0.0699; number 4, Cl, carries -0.0030; number 5, Cl, carries 0.0186; number 6, H, carries 0.0881; number 7, H, carries 0.0779; number 8, H, carries 0.0520; number 9, H, carries 0.0062


Below is 2 unconnected molecules or ions with the total composition CH4Cl2OP in a non-equilibrium geometry, with properties calculated with ωB97M-V/def2-TZVPD.

Kohn-Sham gap (spin up / spin down)	5.5 / 5.4	eV
net charge	+1
electronic energy	-37471.33574	eV

Element x y z (Å)
C: 0.90 -0.50 -0.44
O: -0.51 1.97 1.74
P: -0.85 -0.26 -0.38
Cl: -1.72 -1.94 -0.04
Cl: -1.60 0.52 -1.93
H: 1.31 -0.75 -1.46
H: 1.22 -1.30 0.18
H: 1.41 0.40 -0.28
H: -0.16 1.87 2.62

Atom-resolved charges from Löwdin, all expressed in e: number 1, C, carries -0.2867; number 2, O, carries -0.0201; number 3, P, carries 0.1183; number 4, Cl, carries 0.4737; number 5, Cl, carries 0.5115; number 6, H, carries 0.1056; number 7, H, carries 0.0565; number 8, H, carries 0.0416; number 9, H, carries -0.0004


Below is a molecular structure, CH4Cl2P2 in a non-equilibrium geometry, with properties calculated with ωB97M-V/def2-TZVPD.

Kohn-Sham gap	8.2	eV
electronic energy	-44720.69739	eV

Element x y z (Å)
C: -1.27 -1.16 -0.34
P: 1.38 0.94 0.87
P: 0.36 -0.34 -0.56
Cl: -2.44 0.01 0.35
Cl: -0.74 -2.12 1.09
H: 1.17 2.09 0.04
H: 0.00 1.30 1.34
H: 1.03 -1.40 -1.26
H: 0.50 0.68 -1.54

Atom-resolved charges from Löwdin, all expressed in e: number 1, C, carries -1.3233; number 2, P, carries 0.5218; number 3, P, carries 0.4215; number 4, Cl, carries 0.3503; number 5, Cl, carries 0.3436; number 6, H, carries -0.1540; number 7, H, carries -0.1084; number 8, H, carries -0.0030; number 9, H, carries -0.0485


Below is 2 unconnected molecules or ions with the total composition CH4Cl2P2S in a non-equilibrium geometry, with properties calculated with ωB97M-V/def2-TZVPD.

Kohn-Sham gap (spin up / spin down)	7.6 / 5.8	eV
electronic energy	-55558.69511	eV

Element x y z (Å)
C: -0.26 -0.35 0.34
P: -0.38 1.31 -3.11
P: 0.89 -0.72 -1.03
S: -1.72 2.67 -3.71
Cl: -0.31 -0.27 -4.38
Cl: 1.47 2.10 -3.43
H: -1.29 -0.71 0.03
H: -0.15 -1.13 1.12
H: -0.21 0.77 0.62
H: 0.30 -1.92 -1.27

Atom-resolved charges from Löwdin, all expressed in e: number 1, C, carries -0.5016; number 2, P, carries -0.4838; number 3, P, carries 0.7393; number 4, S, carries 0.0902; number 5, Cl, carries 0.1071; number 6, Cl, carries 0.0985; number 7, H, carries 0.0390; number 8, H, carries 0.0253; number 9, H, carries 0.0512; number 10, H, carries -0.1653


Below is 2 unconnected molecules or ions with the total composition CH4Cl2SSi in a non-equilibrium geometry, with properties calculated with ωB97M-V/def2-TZVPD.

Kohn-Sham gap (spin up / spin down)	9.2 / 5.4	eV
electronic energy	-44855.63294	eV

Element x y z (Å)
C: -2.90 0.10 -0.71
Si: -1.64 -0.30 -2.22
S: 2.34 0.10 0.29
Cl: -2.25 -0.82 0.64
Cl: -2.82 1.81 -0.24
H: -4.00 -0.24 -0.92
H: -1.04 -1.56 -2.00
H: -0.63 0.78 -2.64
H: 3.69 0.24 0.40

Atom-resolved charges from Löwdin, all expressed in e: number 1, C, carries -1.3625; number 2, Si, carries 0.6349; number 3, S, carries 0.2948; number 4, Cl, carries 0.4629; number 5, Cl, carries 0.4515; number 6, H, carries 0.0529; number 7, H, carries -0.1480; number 8, H, carries -0.0921; number 9, H, carries -0.2944


Below is a gas-phase ion, CH4ClFOP (charge +1) in a non-equilibrium geometry, with properties calculated with ωB97M-V/def2-TZVPD.

Kohn-Sham gap	14.3	eV
net charge	+1
electronic energy	-27672.69310	eV

Element x y z (Å)
C: -0.96 -0.56 -0.38
O: 0.47 0.91 1.36
F: 0.78 1.30 -1.11
P: 0.57 0.20 0.04
Cl: 2.17 -0.89 -0.02
H: -1.11 -1.17 -1.23
H: -1.79 0.16 -0.49
H: -1.43 -1.35 0.27
H: 1.30 1.40 1.57

Atom-resolved charges from Löwdin, all expressed in e: number 1, C, carries -0.1445; number 2, O, carries -0.0774; number 3, F, carries -0.1234; number 4, P, carries 0.3138; number 5, Cl, carries 0.6067; number 6, H, carries 0.0683; number 7, H, carries 0.0977; number 8, H, carries 0.1134; number 9, H, carries 0.1454


Below is a gas-phase ion, CH4ClN2 (charge +1) in a non-equilibrium geometry, with properties calculated with ωB97M-V/def2-TZVPD.

Kohn-Sham gap	9.9	eV
SMILES string	NC(=[NH2+])Cl
net charge	+1
electronic energy	-16596.35513	eV

Element x y z (Å)
N: 0.25 -0.48 1.10
C: -0.19 -0.03 -0.01
N: 0.30 0.69 -0.95
Cl: -2.18 -0.81 -0.57
H: 1.20 -0.31 1.43
H: -0.35 -1.04 1.70
H: 1.24 1.07 -0.92
H: -0.26 0.90 -1.77

Atom-resolved charges from Löwdin, all expressed in e: number 1, N, carries 0.1997; number 2, C, carries -0.4203; number 3, N, carries 0.1937; number 4, Cl, carries 0.4126; number 5, H, carries 0.1666; number 6, H, carries 0.1448; number 7, H, carries 0.1641; number 8, H, carries 0.1389


Below is a gas-phase ion, CH4ClN2O (charge +1) in a non-equilibrium geometry, with properties calculated with ωB97M-V/def2-TZVPD.

Kohn-Sham gap	11.1	eV
SMILES string	[NH2+]=C(Cl)NO
net charge	+1
electronic energy	-18643.17201	eV

Element x y z (Å)
N: -0.58 -1.13 0.03
C: -1.16 0.04 0.08
Cl: -2.81 0.22 0.09
N: -0.32 1.15 0.05
O: 0.98 0.77 0.09
H: 0.27 -1.26 -0.42
H: -1.16 -1.98 0.09
H: -0.52 1.75 0.82
H: 1.52 1.23 -0.64

Atom-resolved charges from Löwdin, all expressed in e: number 1, N, carries 0.2092; number 2, C, carries -0.7252; number 3, Cl, carries 0.9262; number 4, N, carries -0.0183; number 5, O, carries -0.0136; number 6, H, carries 0.1141; number 7, H, carries 0.1603; number 8, H, carries 0.1553; number 9, H, carries 0.1919


Below is a gas-phase ion, CH4ClN2OS (charge +1) in a non-equilibrium geometry, with properties calculated with ωB97M-V/def2-TZVPD.

Kohn-Sham gap	10.5	eV
net charge	+1
electronic energy	-29479.17551	eV

Element x y z (Å)
C: -0.06 0.25 -0.06
N: -1.41 0.00 -0.18
N: 0.55 1.23 0.55
O: -0.17 -2.05 -0.97
S: 0.87 -1.07 -1.12
Cl: 2.22 -1.24 0.36
H: -2.03 0.45 0.50
H: -1.78 -0.57 -0.91
H: 0.20 1.94 1.26
H: 1.61 1.05 0.57

Atom-resolved charges from Löwdin, all expressed in e: number 1, C, carries -0.4711; number 2, N, carries 0.1771; number 3, N, carries 0.1389; number 4, O, carries -0.4878; number 5, S, carries 0.6931; number 6, Cl, carries 0.3951; number 7, H, carries 0.1500; number 8, H, carries 0.1103; number 9, H, carries 0.1887; number 10, H, carries 0.1058


Below is a molecular structure, CH4ClN3 in a non-equilibrium geometry, with properties calculated with ωB97M-V/def2-TZVPD.

Kohn-Sham gap	7.7	eV
electronic energy	-18091.38652	eV

Element x y z (Å)
C: -0.96 0.19 0.00
N: 1.24 -1.02 -0.49
N: -2.14 0.70 0.18
N: 0.07 -0.41 -0.25
Cl: 3.33 0.60 0.34
H: 1.40 -1.70 0.18
H: -2.94 0.56 -0.40
H: -2.13 1.52 0.83
H: 2.13 -0.44 -0.38

Atom-resolved charges from Löwdin, all expressed in e: number 1, C, carries -0.0637; number 2, N, carries 0.0318; number 3, N, carries 0.1501; number 4, N, carries 0.0805; number 5, Cl, carries -0.3246; number 6, H, carries 0.0663; number 7, H, carries 0.1175; number 8, H, carries 0.1535; number 9, H, carries -0.2114


Below is CH4ClNO in the gas phase in a non-equilibrium geometry, with properties calculated with ωB97M-V/def2-TZVPD.

Kohn-Sham gap	10.8	eV
SMILES string	N[C@@H](O)Cl
electronic energy	-17161.70959	eV

Element x y z (Å)
N: 0.80 -0.22 0.52
C: 0.07 0.73 -0.43
O: -1.22 0.44 -0.72
Cl: 0.20 2.32 0.43
H: 1.18 -0.99 -0.03
H: 0.12 -0.61 1.17
H: 0.65 0.82 -1.35
H: -1.78 0.61 0.05

Atom-resolved charges from Löwdin, all expressed in e: number 1, N, carries -0.0144; number 2, C, carries -0.8120; number 3, O, carries -0.0582; number 4, Cl, carries 0.5637; number 5, H, carries 0.0598; number 6, H, carries 0.0599; number 7, H, carries 0.1050; number 8, H, carries 0.0962


Below is 2 unconnected molecules or ions with the total composition CH4ClNO in a non-equilibrium geometry, with properties calculated with ωB97M-V/def2-TZVPD.

Kohn-Sham gap	8.9	eV
electronic energy	-17158.20222	eV

Element x y z (Å)
C: -0.22 0.69 -0.41
N: 0.41 -0.93 0.79
O: -0.79 0.06 -1.48
Cl: 1.14 -0.24 2.12
H: 0.81 1.00 -0.54
H: -0.82 0.97 0.55
H: -0.45 -1.32 1.03
H: -0.08 -0.23 -2.06

Atom-resolved charges from Löwdin, all expressed in e: number 1, C, carries -0.0945; number 2, N, carries -0.5728; number 3, O, carries -0.0313; number 4, Cl, carries 0.4401; number 5, H, carries 0.0813; number 6, H, carries 0.1199; number 7, H, carries -0.0487; number 8, H, carries 0.1060


Below is 2 unconnected molecules or ions with the total composition CH4ClNO in a non-equilibrium geometry, with properties calculated with ωB97M-V/def2-TZVPD.

Kohn-Sham gap	11.3	eV
SMILES string	O=CCl.N
electronic energy	-17161.49112	eV

Element x y z (Å)
O: 1.95 1.53 0.15
C: 1.78 0.46 0.60
Cl: 2.58 -1.03 -0.04
H: 0.99 0.08 1.15
N: -1.60 -0.21 -0.31
H: -1.30 -0.91 -0.93
H: -2.39 -0.52 0.18
H: -2.00 0.61 -0.80

Atom-resolved charges from Löwdin, all expressed in e: number 1, O, carries 0.0438; number 2, C, carries -0.6547; number 3, Cl, carries 0.5324; number 4, H, carries 0.0312; number 5, N, carries 0.0316; number 6, H, carries -0.0098; number 7, H, carries -0.0117; number 8, H, carries 0.0371


Below is a molecular structure, CH4CsO in a non-equilibrium geometry, with properties calculated with ωB97M-V/def2-TZVPD.

Kohn-Sham gap	10.8	eV
net charge	+1
electronic energy	-3691.46307	eV

Element x y z (Å)
Cs: -3.31 -0.11 -0.65
C: 0.83 -0.21 0.23
O: -0.37 0.04 -0.55
H: 0.51 -0.17 1.28
H: 1.31 -1.14 -0.04
H: 1.56 0.60 0.16
H: -0.53 0.99 -0.43

Atom-resolved charges from Löwdin, all expressed in e: number 1, Cs, carries 1.1009; number 2, C, carries -0.1004; number 3, O, carries -0.3056; number 4, H, carries 0.0845; number 5, H, carries 0.0890; number 6, H, carries 0.0901; number 7, H, carries 0.0415


Below is a molecular structure, CH4F2N2 in a non-equilibrium geometry, with properties calculated with ωB97M-V/def2-TZVPD.

Kohn-Sham gap	10.7	eV
electronic energy	-9516.14503	eV

Element x y z (Å)
C: -0.39 -0.53 0.09
N: 0.54 -0.50 1.09
N: -1.26 0.28 -0.34
F: -0.27 -1.66 -0.68
F: 1.31 -0.51 -1.77
H: 0.78 0.36 1.64
H: 1.28 -1.16 1.15
H: 0.27 -0.43 -2.14
H: -1.56 1.02 0.27

Atom-resolved charges from Löwdin, all expressed in e: number 1, C, carries -0.5769; number 2, N, carries 0.1478; number 3, N, carries 0.1327; number 4, F, carries 0.0057; number 5, F, carries -0.2051; number 6, H, carries 0.1323; number 7, H, carries 0.0894; number 8, H, carries 0.2262; number 9, H, carries 0.0480


Below is 2 unconnected molecules or ions with the total composition CH4F2NP in a non-equilibrium geometry, with properties calculated with ωB97M-V/def2-TZVPD.

Kohn-Sham gap	10.4	eV
SMILES string	C=N.FPF
electronic energy	-17315.40521	eV

Element x y z (Å)
C: 1.38 1.16 0.56
N: 0.99 0.73 1.66
H: 2.14 0.63 0.11
H: 0.78 1.89 -0.18
H: 0.22 1.07 2.18
F: -2.08 -2.35 -1.66
P: -0.94 -1.23 -1.54
F: -1.96 -0.20 -0.79
H: -0.54 -1.71 -0.33

Atom-resolved charges from Löwdin, all expressed in e: number 1, C, carries -0.1776; number 2, N, carries 0.0281; number 3, H, carries 0.0184; number 4, H, carries 0.1065; number 5, H, carries 0.0297; number 6, F, carries -0.3530; number 7, P, carries 0.8164; number 8, F, carries -0.3775; number 9, H, carries -0.0910


Below is 2 unconnected molecules or ions with the total composition CH4F2Si in a non-equilibrium geometry, with properties calculated with ωB97M-V/def2-TZVPD.

Kohn-Sham gap (spin up / spin down)	8.9 / 8.0	eV
electronic energy	-14414.27439	eV

Element x y z (Å)
C: 0.80 0.12 -0.62
F: -1.92 -1.36 0.28
F: -1.71 1.09 -0.22
Si: -0.85 -0.11 0.34
H: 0.49 0.70 -1.39
H: 1.57 0.59 -0.01
H: 1.15 -0.85 -1.00
H: 0.46 -0.19 2.62

Atom-resolved charges from Löwdin, all expressed in e: number 1, C, carries -0.1894; number 2, F, carries -0.1911; number 3, F, carries -0.1388; number 4, Si, carries 0.4886; number 5, H, carries -0.0298; number 6, H, carries 0.0246; number 7, H, carries 0.0400; number 8, H, carries -0.0042